No. 1
Entry from OMol25: 2 unconnected molecules or ions with the total composition C16H17N (ωB97M-V/def2-TZVPD).

Cartesian coordinates (Å):
C 0.049 2.718 -1.906
C 2.842 1.811 0.454
C 1.637 1.360 -0.170
C 1.136 2.492 -0.885
C 1.799 3.605 -0.383
C 3.406 -0.403 1.184
C 3.681 0.940 1.152
C 2.117 -0.801 0.592
C 1.251 0.034 -0.058
N 2.934 3.213 0.401
H 3.974 -1.203 1.549
H 4.384 1.341 1.968
H 2.014 -1.860 0.647
H 0.413 -0.187 -0.838
H 3.792 3.728 0.198
H 1.902 4.615 -0.689
H -0.867 3.047 -1.458
H -0.216 1.662 -2.299
H 0.384 3.238 -2.764
C -2.219 -1.133 -1.837
C -2.310 -1.388 1.851
C -2.331 -2.703 2.142
C -2.661 -0.862 0.627
C -2.581 -1.702 -0.446
C -2.877 -3.534 1.096
C -2.863 -3.044 -0.137
H -1.915 -0.763 2.606
H -1.945 -3.165 3.061
H -2.537 0.198 0.554
H -3.148 -4.650 1.241
H -1.793 -1.908 -2.451
H -1.447 -0.401 -1.646
H -3.036 -3.684 -0.952
H -2.968 -0.615 -2.406

Computed properties:
Orbital gap (spin up / spin down) in eV: 1.93 / 6.92
Net charge: -1
Spin multiplicity: 2

---

No. 2
Entry from OMol25: 2 unconnected molecules or ions with the total composition C16H17N (ωB97M-V/def2-TZVPD).

Cartesian coordinates (Å):
C -3.311 -0.649 -1.168
C -2.388 -1.697 -1.645
C -2.834 -2.693 -2.529
N -1.648 -3.553 -2.802
C -0.579 -3.113 -2.032
C 0.829 -3.423 -2.236
C 1.753 -2.698 -1.554
C 1.328 -1.776 -0.457
C 0.033 -1.346 -0.487
C -0.976 -1.978 -1.283
H -3.050 0.397 -1.390
H -3.707 -0.754 -0.058
H -4.314 -0.678 -1.826
H -3.851 -3.083 -2.774
H -1.559 -4.304 -3.531
H 0.941 -3.915 -3.134
H 2.844 -2.673 -1.809
H 1.840 -1.671 0.508
H -0.387 -0.795 0.269
C -0.309 1.937 3.353
C 0.794 2.357 2.381
C 0.555 2.401 1.042
C 1.555 3.037 0.247
C 2.765 3.462 0.770
C 2.946 3.311 2.077
C 1.984 2.705 2.912
H -1.159 2.656 3.615
H 0.202 1.566 4.301
H -0.893 1.054 2.881
H -0.320 2.028 0.550
H 1.546 3.304 -0.883
H 3.461 4.001 0.106
H 3.684 3.772 2.557
H 2.221 2.809 4.031

Computed properties:
Orbital gap in eV: 8.94
Net charge: 0
Spin multiplicity: 1

---

Record order is preserved below.
Energy above the lowest of the compared OMol25 structures with the same formula, charge and spin: 62.9, 78.8 kcal per mole